# 1
A molecular structure, C4H4FeO2 in a non-equilibrium geometry, computed with ωB97M-V/def2-TZVPD.

Gap between HOMO and LUMO (alpha / beta) in eV: 7.927 / 6.638
E_LUMO (alpha / beta) in eV: -15.09 / -16.45
<S²>: 8.7634

Geometry as ORCA input:
```
! wB97M-V def2-TZVPD RIJCOSX def2/J DEFGRID3
* xyz 3 6
C -1.77568 0.79047 -0.62661
O -1.82746 1.86475 -0.04541
H -2.63314 2.41555 -0.16970
C -0.69722 -0.22415 -0.63827
C 0.43754 0.07872 0.29280
C 1.51968 -0.63168 0.42579
O 2.46132 -1.29415 0.66917
Fe 3.53120 -2.57114 1.44401
H -1.18440 -1.18235 -0.38580
H -0.40508 -0.33085 -1.69676
H 0.57325 1.08484 0.73080
*
```

Atomic partial charges in e from the Löwdin method, atoms 1 to 8: C 0.1981; O 0.3298; H 0.2372; C -0.0518; C 0.0523; C -0.0238; O 0.0681; Fe 1.6344

***

# 2
8 unconnected molecules or ions with the total composition C32H66BN9O9S in a non-equilibrium geometry, computed with ωB97M-V/def2-TZVPD.

Gap between HOMO and LUMO in eV: 9.020
E_LUMO in eV: 0.25

Geometry as ORCA input:
```
! wB97M-V def2-TZVPD RIJCOSX def2/J DEFGRID3
* xyz 0 1
C 1.50958 -0.75517 -0.58443
C 0.84464 -0.43766 -1.53716
B -0.30379 -0.17038 -2.52958
O -0.17075 -0.65853 -3.82867
C -1.60041 0.60134 -2.09163
C -1.34138 1.85694 -1.24441
C -2.43672 2.20970 -0.22163
C -2.21156 1.65069 1.18786
C -1.76597 0.18008 1.29137
C -2.90581 -0.81096 1.58048
C -4.07170 -0.70222 0.60047
S -5.57653 -0.10892 1.45911
C -6.72440 -0.25200 0.15396
N -7.95258 -0.65458 0.16546
N -8.37758 -0.57173 -1.15924
C -7.38948 -0.13614 -1.85396
O -6.28637 0.10275 -1.08441
H 2.23960 -1.02933 0.14362
H -0.44202 -1.57958 -3.88702
H -2.18185 0.82091 -2.98663
H -2.18515 -0.13703 -1.53295
H -0.40907 1.73866 -0.69040
H -1.21438 2.70462 -1.91440
H -2.41629 3.29251 -0.11825
H -3.42926 1.98395 -0.61577
H -1.41812 2.24937 1.63087
H -3.07903 1.81544 1.82448
H -1.18497 -0.16874 0.44434
H -1.11134 0.10882 2.16137
H -3.21443 -0.77363 2.62312
H -2.47606 -1.80264 1.43264
H -3.88727 -0.01904 -0.21715
H -4.33116 -1.66497 0.16778
H -7.32043 0.03603 -2.91064
C 4.11964 -5.61632 0.51987
N 4.00083 -4.20950 0.85361
C 5.10272 -3.31692 0.52967
C 2.91093 -3.70482 1.44803
O 2.76286 -2.53068 1.74734
H 4.97865 -6.05066 1.03302
H 4.25747 -5.73485 -0.55600
H 3.22011 -6.14870 0.82249
H 5.47755 -2.84585 1.43889
H 4.75575 -2.53170 -0.14403
H 5.90390 -3.87743 0.05151
H 2.13405 -4.46103 1.64826
C -9.88015 -3.70577 -1.34103
N -11.20823 -4.27505 -1.48098
C -11.98513 -4.56007 -0.28751
C -11.75009 -4.54990 -2.68093
O -12.85644 -5.02628 -2.85062
H -9.24780 -4.38502 -0.76433
H -9.93690 -2.74760 -0.82491
H -9.43082 -3.54939 -2.31911
H -12.22993 -5.62202 -0.24581
H -12.91902 -3.99771 -0.30681
H -11.41219 -4.28297 0.59357
H -11.08317 -4.29782 -3.52370
C 0.52522 5.69830 3.65127
N -0.83423 5.23539 3.41866
C -1.70677 4.97935 4.55351
C -1.30601 5.02760 2.18213
O -2.42030 4.60904 1.91693
H 1.06078 4.96745 4.24722
H 0.50985 6.65181 4.18571
H 1.04304 5.83000 2.70847
H -2.02771 3.93810 4.54730
H -2.59498 5.61020 4.48590
H -1.18030 5.18614 5.47967
H -0.56432 5.25365 1.39530
C 3.78582 1.27998 1.90932
N 3.98687 2.67102 2.27337
C 5.26536 3.30254 1.99291
C 3.02629 3.40009 2.86392
O 3.13319 4.56919 3.18996
H 4.51011 0.64872 2.42708
H 3.91163 1.15295 0.83229
H 2.78299 0.96114 2.18495
H 5.71670 3.65891 2.91916
H 5.12195 4.15926 1.33394
H 5.92871 2.58494 1.51739
H 2.09485 2.82993 3.03287
C 7.41453 -4.20962 -5.06240
N 7.20743 -4.09581 -3.62596
C 6.38935 -3.00936 -3.11797
C 7.74474 -4.95700 -2.75033
O 7.60198 -4.89997 -1.53927
H 7.89587 -3.31116 -5.45411
H 6.44919 -4.34132 -5.55905
H 8.04520 -5.06886 -5.28058
H 6.97336 -2.38736 -2.43817
H 5.53735 -3.40867 -2.56551
H 6.03264 -2.40459 -3.94728
H 8.34648 -5.74540 -3.23157
C -3.81026 6.65042 9.42486
N -3.55054 5.40870 8.72485
C -4.65026 4.49256 8.46919
C -2.32004 5.06863 8.29842
O -2.05473 4.03966 7.70748
H -4.21659 6.44446 10.41713
H -4.53010 7.25265 8.86701
H -2.88812 7.21717 9.53388
H -4.44907 3.52866 8.93702
H -4.76080 4.33234 7.39645
H -5.57071 4.90745 8.87157
H -1.55323 5.82610 8.53697
C 8.51822 -1.54357 -10.43816
N 8.27582 -1.61915 -9.01046
C 7.12753 -0.92664 -8.44771
C 9.07849 -2.30933 -8.18411
O 8.91596 -2.40160 -6.97967
H 8.66258 -0.50441 -10.73901
H 7.66776 -1.95479 -10.98493
H 9.40952 -2.11106 -10.69602
H 7.45778 -0.19763 -7.70749
H 6.46794 -1.63955 -7.95221
H 6.58372 -0.41950 -9.23998
H 9.91976 -2.79872 -8.70128
*
```

Atomic partial charges in e from the Löwdin method, atoms 1 to 8: C 0.1294; C 0.0226; B -0.4881; O 0.0997; C -0.1103; C -0.1982; C -0.1969; C -0.1913

***

# 3
2 unconnected molecules or ions with the total composition C4H12N2O, computed with ωB97M-V/def2-TZVPD.

Gap between HOMO and LUMO in eV: 10.308
E_LUMO in eV: 1.02

Geometry as ORCA input:
```
! wB97M-V def2-TZVPD RIJCOSX def2/J DEFGRID3
* xyz 0 1
C -0.24994 -1.89259 1.10516
C 0.73873 -1.25255 0.12588
C 2.15650 -1.75568 0.37346
C 0.64766 0.24857 0.27920
O 1.50995 0.94363 0.74351
H 0.03726 -1.65726 2.12820
H -0.24055 -2.97230 0.98424
H -1.26036 -1.53002 0.93591
H 0.42566 -1.49791 -0.89517
H 2.46583 -1.51465 1.38766
H 2.85248 -1.28127 -0.31477
H 2.20996 -2.83360 0.23717
H -0.31330 0.67131 -0.06457
N -2.29132 2.12194 -1.13947
N -1.13156 2.94398 -1.00643
H -2.94750 2.47276 -1.84130
H -2.76215 2.11470 -0.23799
H -1.34376 3.94245 -1.02542
H -0.50360 2.72848 -1.77526
*
```

Atomic partial charges in e from the Löwdin method, atoms 1 to 8: C -0.0722; C -0.3996; C -0.0786; C -0.2603; O 0.0612; H 0.0861; H 0.0774; H 0.0743

***

# 4
A molecular structure, C42H47FKN4O5P2SSi in a non-equilibrium geometry, computed with ωB97M-V/def2-TZVPD.

Gap between HOMO and LUMO in eV: 5.280
E_LUMO in eV: 1.91

Geometry as ORCA input:
```
! wB97M-V def2-TZVPD RIJCOSX def2/J DEFGRID3
* xyz -1 1
K -0.62297 -0.56857 0.23659
C -4.30047 6.37677 0.11357
Si -3.41343 4.94008 -0.73304
C -4.68295 4.16432 -1.85501
C -2.02807 5.71070 -1.70532
C -2.87603 3.78763 0.63347
C -3.25780 4.01854 1.94637
C -2.90782 3.13175 2.96608
C -2.15047 2.03238 2.59606
N -1.77663 1.76102 1.34930
C -2.11733 2.60905 0.34623
S -1.67932 2.19317 -1.28121
H -4.63591 7.09486 -0.64194
H -3.63673 6.90795 0.80367
H -5.18255 6.05372 0.67524
H -5.09440 4.91568 -2.53679
H -5.50991 3.76059 -1.26256
H -4.24013 3.35381 -2.43544
H -2.41454 6.56786 -2.26599
H -1.57674 4.99359 -2.39062
H -1.24735 6.07049 -1.02941
H -3.83299 4.90582 2.19004
H -3.16622 3.30961 4.00232
H -1.81680 1.30675 3.33710
C 0.93416 3.25673 4.12088
C 0.63499 2.16395 4.93067
C 0.89952 0.87656 4.48989
C 1.50305 0.65297 3.25067
C 1.79135 1.75453 2.44972
C 1.50199 3.04879 2.87340
P 2.00202 -1.02094 2.65995
C 3.53664 -1.28709 3.66186
C 4.49529 -2.14334 3.12093
C 5.65830 -2.46100 3.81388
C 5.89080 -1.90792 5.06536
C 4.95068 -1.04371 5.61441
C 3.78603 -0.74230 4.92041
C 0.73762 -2.07960 3.43792
C 1.00803 -3.00056 4.45210
C -0.01613 -3.83035 4.89718
C -1.27229 -3.71658 4.31001
C -1.49798 -2.78269 3.29638
C -0.51267 -1.90800 2.78762
H 0.69994 4.26143 4.45241
H 0.17018 2.31911 5.89831
H 0.63075 0.02013 5.09958
H 2.22784 1.59279 1.46960
H 1.70638 3.88872 2.22081
H 4.32052 -2.56783 2.13778
H 6.38414 -3.13308 3.37195
H 6.79820 -2.14464 5.60800
H 5.12372 -0.60394 6.58962
H 3.06299 -0.06634 5.36388
H 1.99402 -3.08025 4.90282
H 0.16554 -4.55543 5.68345
H -2.07427 -4.37164 4.64205
H -2.49902 -2.75086 2.86182
C 1.60501 -2.98748 -7.13161
C 2.79208 -2.95161 -6.17920
C 3.90728 -2.09099 -6.74799
C 5.09173 -2.04200 -5.80293
C 4.65020 -1.52744 -4.46123
C 5.50695 -0.82983 -3.64328
C 5.08047 -0.38478 -2.39581
F 5.96177 0.28817 -1.62823
C 3.81590 -0.61794 -1.94224
C 2.92778 -1.30805 -2.76937
C 1.55750 -1.57185 -2.23823
O 1.25586 -1.19755 -1.12235
C 0.69345 -2.30338 -3.14818
C 1.17453 -2.69137 -4.35563
N 2.40828 -2.44596 -4.83567
C 3.33178 -1.75733 -4.02513
C -0.74605 -2.62955 -2.88728
O -1.36802 -3.37923 -3.61757
O -1.26455 -1.99270 -1.85624
H 1.98070 -3.11563 -8.14732
H 1.04616 -2.05078 -7.08940
H 0.91706 -3.80736 -6.93141
H 3.17580 -3.96923 -6.04682
H 3.52010 -1.08122 -6.91986
H 4.19453 -2.50416 -7.71558
H 5.89215 -1.41615 -6.19843
H 5.50311 -3.05120 -5.69280
H 6.52359 -0.62837 -3.95997
H 3.48046 -0.29875 -0.96286
H 0.50289 -3.24222 -4.99869
N -3.97308 -2.38779 -2.10062
C -4.66204 -1.16359 -1.66226
P -4.34197 -1.03444 0.10974
O -5.30454 -1.90496 0.89157
O -2.87654 -1.09355 0.36630
C -4.87516 0.64049 0.64129
N -4.77945 0.45264 2.13234
H -2.25732 -2.19828 -1.83140
H -4.03939 -2.55411 -3.09691
H -4.33370 -3.20190 -1.61679
H -5.73716 -1.14783 -1.85933
H -4.18876 -0.30218 -2.14163
H -5.91044 0.86789 0.39390
H -4.20038 1.44114 0.34829
H -5.27794 1.16131 2.66208
H -3.78867 0.47770 2.40413
H -5.14674 -0.50178 2.29655
*
```

Atomic partial charges in e from the Löwdin method, atoms 1 to 8: K 0.6321; C -0.2053; Si 0.4539; C -0.1945; C -0.1982; C -0.2847; C -0.1103; C -0.1053